A structure of composition CH3MgNaO. Source: OMol25; level of theory: ωB97M-V/def2-TZVPD.

CARTESIAN COORDINATES (ANGSTROEM)
O 0.29 0.25 0.36
C 1.02 0.77 1.19
H 0.64 1.02 2.20
H 2.11 0.86 1.01
Na -1.99 -0.43 0.08
Mg -1.31 -1.92 -3.16
H -0.77 -0.55 -1.67

Values from the calculation:
HOMO-LUMO gap (alpha / beta) (eV): 6.27 / 8.51
Charge: +1
2S+1: 2



A cluster of 2 separate species, CH3N2O in total. Source: OMol25; level of theory: ωB97M-V/def2-TZVPD.

CARTESIAN COORDINATES (ANGSTROEM)
C -0.47 -0.40 0.56
N -0.41 1.21 -0.77
N 0.47 -1.17 0.74
O 0.03 2.16 -1.40
H -1.44 1.11 -0.75
H 0.49 -1.94 1.35
H 1.33 -0.97 0.26

Values from the calculation:
HOMO-LUMO gap (eV): 8.92
Charge: +1
ΔE to the lowest compared entry with this formula, charge and spin (kJ/mol): 522.0



A cluster of 2 separate species, CH3N2O in total. Source: OMol25; level of theory: ωB97M-V/def2-TZVPD.

CARTESIAN COORDINATES (ANGSTROEM)
C -0.08 0.41 -0.01
N 1.02 -0.94 -1.72
N 0.56 -0.44 -0.84
O 0.30 0.38 1.25
H -1.46 -1.52 0.03
H -0.76 0.94 -0.59
H 0.42 1.17 1.89

Values from the calculation:
HOMO-LUMO gap (alpha / beta) (eV): 8.38 / 9.53
Charge: +1
ΔE to the lowest compared entry with this formula, charge and spin (kJ/mol): 502.9



A cluster of 2 separate species, CH3N2O in total. Source: OMol25; level of theory: ωB97M-V/def2-TZVPD.

CARTESIAN COORDINATES (ANGSTROEM)
C 1.30 0.05 0.00
N -2.71 0.57 -0.02
N -1.79 -0.05 -0.01
O -0.88 -0.77 0.02
H 1.24 0.48 -0.99
H 1.65 -0.97 0.13
H 1.19 0.69 0.87

Values from the calculation:
HOMO-LUMO gap (eV): 9.05
Charge: +1
ΔE to the lowest compared entry with this formula, charge and spin (kJ/mol): 406.6



The ion CH3N2O2 with charge +1. Source: OMol25; level of theory: ωB97M-V/def2-TZVPD.

CARTESIAN COORDINATES (ANGSTROEM)
N -0.40 0.17 0.05
C 0.95 -0.08 -0.20
N 1.89 1.06 -0.43
O 1.58 2.15 -0.05
O 2.73 0.71 -1.23
H -1.19 -0.53 0.05
H -0.50 1.08 0.56
H 1.31 -0.88 -0.85

Values from the calculation:
HOMO-LUMO gap (eV): 9.30
Charge: +1
ΔE to the lowest compared entry with this formula, charge and spin (kJ/mol): 297.5



A cluster of 2 separate species, CH3N2O2S in total. Source: OMol25; level of theory: ωB97M-V/def2-TZVPD.

CARTESIAN COORDINATES (ANGSTROEM)
C 0.62 0.42 -0.42
N 1.55 0.29 0.68
N 1.03 -0.91 -0.05
O -2.15 -1.08 -0.18
O -2.84 1.05 0.89
S -2.17 0.40 -0.26
H 0.93 0.92 -1.32
H 2.56 0.44 0.32
H 0.47 -1.54 0.35

Values from the calculation:
HOMO-LUMO gap (alpha / beta) (eV): 6.18 / 6.92
Charge: -1
ΔE to the lowest compared entry with this formula, charge and spin (kJ/mol): 433.1



The ion CH3N2O2S with charge -1. Source: OMol25; level of theory: ωB97M-V/def2-TZVPD.

CARTESIAN COORDINATES (ANGSTROEM)
C -0.19 -1.30 -1.01
N -0.52 0.01 -0.51
N 0.44 0.50 0.11
O -0.79 1.43 2.13
O 1.37 2.41 1.35
S -0.01 2.01 0.98
H -0.57 -1.62 -1.99
H -0.58 -2.01 -0.22
H 0.84 -1.43 -0.85

Values from the calculation:
HOMO-LUMO gap (eV): 7.41
Charge: -1
ΔE to the lowest compared entry with this formula, charge and spin (kJ/mol): 176.5



A cluster of 2 separate species, CH3N2O2S in total. Source: OMol25; level of theory: ωB97M-V/def2-TZVPD.

CARTESIAN COORDINATES (ANGSTROEM)
C 0.76 -0.39 0.51
N -0.10 0.07 -0.59
N -0.46 0.34 0.78
O -1.68 -2.97 1.78
O 0.28 -4.17 0.91
S -0.18 -3.01 1.69
H 1.59 0.24 0.63
H 0.36 0.85 -0.91
H -1.14 -0.39 1.10

Values from the calculation:
HOMO-LUMO gap (alpha / beta) (eV): 7.54 / 6.00
Charge: -1
ΔE to the lowest compared entry with this formula, charge and spin (kJ/mol): 433.5



Number 1: maximum force 0.035 Eh/bohr. Number 2: maximum force 0.088 Eh/bohr. Number 3: maximum force 0.049 Eh/bohr. Number 4: maximum force 0.087 Eh/bohr. Number 5: maximum force 0.120 Eh/bohr. Number 6: maximum force 0.138 Eh/bohr. Number 7: maximum force 0.048 Eh/bohr. Number 8: maximum force 0.068 Eh/bohr.